1.
This record from the Open Molecules 2025 dataset describes a structure of composition C37H52N6O6PSiTeY in a non-equilibrium geometry. The level of theory is wB97M-V/def2-TZVPD.

Last column: Mulliken charge in e.
CARTESIAN COORDINATES (ANGSTROEM)
Y1 -0.8585 0.4747 -0.0494  -1.22
O1 -1.9837 -3.0216 4.6247  -0.48
C1 -2.2581 -1.7568 5.0376  1.44
C2 -2.7295 -1.5508 6.3337  -0.93
C3 -2.9991 -0.2795 6.8066  -0.47
C4 -2.7945 0.8200 5.9861  -1.00
C5 -2.3213 0.6133 4.7022  -0.27
C6 -2.0534 -0.6574 4.1917  -0.22
C7 -1.5745 -0.6994 2.7747  0.79
O2 -1.1153 0.3795 2.2820  -0.42
N1 -1.6914 -1.8505 2.1361  -1.69
N2 -1.3735 -1.7395 0.8120  1.76
C8 -1.1980 -2.8574 0.2298  -1.71
C9 -0.9558 -2.9277 -1.2139  1.41
C10 -0.8987 -4.1640 -1.8483  -1.00
C11 -0.7591 -4.2099 -3.2231  -0.76
C12 -0.7009 -3.0190 -3.9307  -1.41
C13 -0.7550 -1.8357 -3.2140  -0.73
N3 -0.8523 -1.7785 -1.8896  1.57
H1 -2.1557 -3.6131 5.3630  0.33
H2 -2.8796 -2.4129 6.9781  0.26
H3 -3.3669 -0.1515 7.8185  0.37
H4 -3.0006 1.8222 6.3420  0.40
H5 -2.1488 1.4502 4.0403  0.37
H6 -1.2805 -3.7732 0.8086  0.34
H7 -0.9731 -5.0684 -1.2581  0.55
H8 -0.7102 -5.1604 -3.7389  0.45
H9 -0.6154 -3.0015 -5.0088  0.49
H10 -0.7401 -0.8825 -3.7382  0.59
N4 0.7350 1.0057 -2.0749  -0.11
C14 0.8443 2.2786 -2.7980  -0.55
C15 -0.4919 2.9946 -2.7752  -0.88
N5 -1.0155 3.0958 -1.4180  0.23
C16 -0.4677 4.1741 -0.5991  -1.41
C17 0.6542 3.6946 0.3092  0.40
N6 0.2143 2.5064 1.0453  -0.29
H11 1.6390 0.6923 -1.7476  -0.45
H12 0.4050 0.2812 -2.6997  0.03
H13 1.1626 2.1437 -3.8336  0.62
H14 1.6086 2.8855 -2.3105  -0.01
H15 -1.2116 2.4174 -3.3578  0.15
H16 -0.3791 3.9762 -3.2535  0.55
H17 -2.0196 3.1864 -1.4507  0.07
H18 -1.2772 4.5526 0.0274  0.41
H19 -0.1090 5.0107 -1.2128  0.38
H20 0.9469 4.5107 0.9744  0.59
H21 1.5411 3.4247 -0.2659  -0.51
H22 -0.4270 2.7478 1.7913  0.25
H23 1.0012 2.0399 1.4811  -0.44
C18 -5.8085 -2.0805 -1.5791  -1.38
C19 -4.3238 -1.9348 -1.3497  0.06
O3 -4.0349 -0.8067 -0.4886  -0.06
P1 -3.6329 0.6150 -1.0530  0.32
O4 -2.3661 0.5309 -1.8773  -0.14
Te1 -3.4520 2.0368 0.7955  -0.20
O5 -4.8671 0.9253 -2.0299  -0.35
C20 -4.8492 2.1474 -2.7995  0.21
C21 -6.1071 2.1936 -3.6305  -1.47
H24 -6.0028 -3.0315 -2.0807  0.43
H25 -6.1987 -1.2685 -2.1926  0.23
H26 -6.3342 -2.0793 -0.6228  0.32
H27 -3.7716 -1.8322 -2.2843  0.12
H28 -3.9319 -2.7977 -0.8161  0.32
H29 -3.9578 2.1613 -3.4297  0.07
H30 -4.8026 2.9937 -2.1117  0.27
H31 -6.1615 1.3268 -4.2918  0.33
H32 -6.1184 3.0994 -4.2407  0.42
H33 -6.9885 2.1953 -2.9873  0.33
C22 4.8055 -1.3258 2.2969  -1.98
C23 3.2832 -1.2662 2.1304  2.78
C24 2.7266 -2.6877 1.9287  -1.53
C25 2.6349 -0.6879 3.4022  -1.79
Si1 2.7722 -0.3001 0.5936  -4.05
O6 1.1789 -0.1853 0.4619  5.55
C26 3.4931 -1.2105 -0.9021  0.42
C27 4.8543 -1.1953 -1.2469  -0.32
C28 5.3354 -1.9173 -2.3336  -0.91
C29 4.4621 -2.6760 -3.1065  -0.69
C30 3.1109 -2.7104 -2.7853  -0.44
C31 2.6380 -1.9838 -1.6952  0.03
C32 3.5580 1.4324 0.5261  1.50
C33 3.5287 2.3155 1.6184  -0.07
C34 3.9989 3.6211 1.5200  -0.64
C35 4.5114 4.0886 0.3159  -0.56
C36 4.5475 3.2425 -0.7844  -0.75
C37 4.0779 1.9358 -0.6756  -0.46
H34 5.0583 -1.8440 3.2309  0.51
H35 5.2546 -0.3267 2.3405  0.28
H36 5.2804 -1.8756 1.4783  0.34
H37 2.9961 -3.3186 2.7848  0.55
H38 3.1271 -3.1594 1.0246  0.28
H39 1.6324 -2.6774 1.8500  0.09
H40 2.7247 -1.4118 4.2225  0.53
H41 1.5672 -0.4775 3.2593  0.15
H42 3.1281 0.2275 3.7368  0.28
H43 5.5523 -0.6019 -0.6608  0.47
H44 6.3912 -1.8876 -2.5796  0.41
H45 4.8367 -3.2387 -3.9538  0.39
H46 2.4240 -3.3040 -3.3804  0.41
H47 1.5836 -2.0168 -1.4412  0.19
H48 3.1147 1.9901 2.5665  -0.08
H49 3.9610 4.2754 2.3835  0.46
H50 4.8812 5.1051 0.2364  0.38
H51 4.9461 3.5972 -1.7278  0.43
H52 4.1224 1.2933 -1.5518  0.21

**Total charge**: 0
**Kohn-Sham gap**: 7.3 eV
**2S+1**: 1

***

2.
This record from the Open Molecules 2025 dataset describes a cluster of 7 separate species, C37H53FN7O6P in total in a non-equilibrium geometry. The level of theory is wB97M-V/def2-TZVPD.

Last column: Mulliken charge in e.
CARTESIAN COORDINATES (ANGSTROEM)
C1 -3.3236 7.4617 2.0107  -0.28
C2 -4.5579 7.3947 0.9337  0.40
O1 -5.2986 8.5199 0.7844  -0.60
O2 -4.9780 6.2248 0.1470  -0.33
C3 -3.8672 5.6282 -0.6104  -0.80
C4 -2.9239 4.5887 0.2367  0.99
C5 -1.3145 4.5349 -0.2134  -0.48
C6 -0.3048 3.5004 0.5627  0.03
C7 -0.7880 2.5268 1.7933  -0.06
C8 -2.3629 2.5678 2.2549  -0.51
C9 -3.4047 3.5887 1.4439  0.52
C10 -4.9725 3.5407 1.9254  -1.00
C11 -5.2451 4.3386 3.3679  0.59
O3 -4.2478 4.5924 4.2603  -0.41
F1 -6.6431 4.7601 3.7415  -0.29
C12 0.4866 1.6444 2.3389  0.31
O4 0.5612 0.6141 3.1906  -0.54
N1 1.6577 2.2875 1.5671  0.00
P1 3.0182 1.1430 1.3122  0.42
O5 2.9328 0.3261 -0.0421  -0.64
C13 1.2922 3.1666 0.3590  0.30
O6 2.0588 3.5764 -0.6662  -0.55
H1 -3.3374 6.4876 2.6911  -0.05
H2 -2.2683 7.5239 1.5004  0.29
H3 -3.5181 8.3703 2.7403  0.36
H4 -3.1550 6.5228 -0.9516  0.67
H5 -4.2344 5.1186 -1.6036  0.29
H6 -0.8762 5.2017 -1.1014  0.24
H7 -2.7519 1.8622 3.1155  0.31
H8 -5.7392 3.8832 1.0776  0.29
H9 -5.2592 2.4045 2.1470  0.45
H10 3.0783 0.1793 2.4015  0.15
H11 4.3177 1.8172 1.3026  0.10
C14 -0.4096 6.0174 -5.4981  -1.11
C15 -1.7285 5.2520 -5.4623  -0.45
C16 -2.8903 6.0932 -4.9302  -0.37
C17 -2.5930 6.5380 -3.5075  0.33
N2 -2.3463 6.9070 -2.3272  -0.69
H12 -0.0923 6.3234 -4.4961  0.33
H13 0.3844 5.3872 -5.9112  0.33
H14 -0.4932 6.9142 -6.1226  0.30
H15 -1.6022 4.3569 -4.8409  0.30
H16 -1.9684 4.9098 -6.4750  0.32
H17 -3.8141 5.5051 -4.9373  0.27
H18 -3.0455 6.9766 -5.5591  0.31
C18 2.9597 -4.2949 2.5545  -0.90
C19 4.4592 -4.0462 2.4259  -0.19
C20 5.0544 -3.3514 3.6520  -0.53
C21 4.3920 -1.9973 3.8471  0.37
N3 3.8423 -0.8740 4.0089  -0.65
H19 2.4003 -3.3579 2.6392  0.33
H20 2.5840 -4.8179 1.6694  0.08
H21 2.7381 -4.9100 3.4342  0.31
H22 4.6426 -3.4409 1.5297  0.15
H23 4.9669 -5.0053 2.2760  0.35
H24 6.1317 -3.2083 3.5168  0.31
H25 4.9029 -3.9596 4.5504  0.32
C22 -2.2684 5.5246 7.0823  -0.99
C23 -0.7838 5.3900 6.7591  -0.38
C24 -0.1755 6.6808 6.2074  -0.40
C25 -0.8800 7.0704 4.9181  0.27
N4 -1.4644 7.3936 3.8484  -0.51
H26 -2.8584 5.7470 6.1875  0.21
H27 -2.6529 4.5886 7.4996  0.32
H28 -2.4398 6.3210 7.8155  0.33
H29 -0.6508 4.5770 6.0349  0.26
H30 -0.2467 5.1015 7.6693  0.31
H31 0.8910 6.5371 6.0050  0.28
H32 -0.2765 7.4949 6.9335  0.28
C26 -0.5164 -4.9291 -0.6148  -1.14
C27 -0.3623 -6.1829 -1.4697  0.27
C28 -0.6123 -7.4724 -0.6853  -0.39
C29 0.3880 -7.5826 0.4539  0.24
N5 1.2179 -7.6739 1.3990  -0.51
H33 0.2147 -4.9026 0.1995  0.12
H34 -0.3572 -4.0328 -1.2226  0.36
H35 -1.5205 -4.8721 -0.1792  0.38
H36 0.6473 -6.1980 -1.8983  0.14
H37 -1.0668 -6.1309 -2.3071  -0.03
H38 -0.5035 -8.3402 -1.3443  0.21
H39 -1.6281 -7.4827 -0.2753  0.36
C30 6.5629 -4.5103 -0.9592  -0.83
C31 6.5629 -5.7942 -1.7828  -0.48
C32 5.4671 -5.8163 -2.8502  -0.39
C33 4.1030 -5.7101 -2.1881  0.23
N6 2.9714 -5.6220 -1.6387  -0.45
H40 5.6302 -4.3891 -0.3993  0.05
H41 7.3790 -4.5268 -0.2298  0.32
H42 6.6968 -3.6322 -1.6012  0.34
H43 6.4409 -6.6492 -1.1067  0.29
H44 7.5385 -5.9046 -2.2688  0.31
H45 5.5178 -6.7492 -3.4214  0.28
H46 5.5942 -4.9827 -3.5496  0.29
C34 -2.3852 -8.7025 -6.0437  -1.15
C35 -0.8858 -8.4538 -6.1724  -0.54
C36 -0.2905 -7.7589 -4.9462  -0.05
C37 -0.9530 -6.4049 -4.7511  0.27
N7 -1.5026 -5.2815 -4.5894  -0.54
H47 -2.9447 -7.7655 -5.9591  0.36
H48 -2.7610 -9.2255 -6.9288  0.33
H49 -2.6069 -9.3176 -5.1641  0.29
H50 -0.7024 -7.8484 -7.0685  0.30
H51 -0.3780 -9.4129 -6.3222  0.32
H52 0.7867 -7.6159 -5.0814  0.33
H53 -0.4421 -8.3672 -4.0478  0.11

**Total charge**: 0
**Kohn-Sham gap**: 7.7 eV
**SMILES**: CC(=O)OCc1cc2c(cc1CC(=O)F)C(=O)N([PH2]=O)C2=O.CCCC#N.CCCC#N.CCCC#N.CCCC#N.CCCC#N.CCCC#N
**2S+1**: 1